# C42H94O15

A cluster of 8 separate species, C42H94O15 in total at a distorted geometry (ωB97M-V/def2-TZVPD, the OMol25 dataset).

E: -75780.65421 eV
2S+1: 2
total charge: -1
LUMO energy (alpha / beta): 2.191 / 2.164 eV
Kohn-Sham gap (alpha / beta): 1.43 / 9.89 eV

```
151
C42H94O15 (ωB97M-V/def2-TZVPD)
C 16.780 11.922 -31.087
C 18.084 12.041 -30.321
C 18.336 13.408 -29.636
C 19.444 13.414 -28.557
C 18.904 13.025 -27.132
C 19.702 11.858 -26.516
H 15.935 12.589 -30.915
H 16.355 10.921 -31.167
H 16.974 12.173 -32.130
H 18.024 11.312 -29.514
H 18.854 11.624 -30.970
H 17.406 13.777 -29.204
H 18.776 13.986 -30.449
H 20.246 12.768 -28.915
H 19.931 14.387 -28.491
H 18.856 13.869 -26.443
H 17.895 12.626 -27.238
H 20.759 12.096 -26.402
H 19.159 11.584 -25.612
H 19.696 10.892 -27.021
C 23.334 19.930 -22.718
C 23.249 18.472 -22.233
C 23.362 17.409 -23.373
C 22.444 17.721 -24.564
C 22.217 16.535 -25.455
C 21.768 15.172 -24.909
H 24.368 20.100 -23.019
H 23.128 20.585 -21.872
H 22.696 20.207 -23.557
H 23.946 18.339 -21.406
H 22.281 18.254 -21.783
H 23.160 16.496 -22.812
H 24.379 17.347 -23.762
H 21.471 18.044 -24.194
H 22.854 18.544 -25.150
H 21.523 16.820 -26.246
H 23.021 16.359 -26.170
H 22.376 14.939 -24.034
H 20.695 15.144 -24.716
H 22.057 14.539 -25.748
C 25.212 14.804 -28.426
O 24.003 15.312 -28.866
C 23.806 15.799 -30.209
C 22.463 16.617 -30.092
O 22.089 17.105 -31.390
C 20.821 17.750 -31.449
C 19.666 16.913 -31.945
O 18.480 17.785 -32.106
C 17.259 17.092 -32.303
H 25.290 13.782 -28.795
H 25.479 14.840 -27.369
H 26.046 15.302 -28.921
H 23.830 14.900 -30.825
H 24.679 16.436 -30.348
H 22.688 17.454 -29.432
H 21.749 15.865 -29.756
H 20.898 18.496 -32.240
H 20.669 18.217 -30.476
H 19.513 16.135 -31.196
H 19.998 16.405 -32.851
H 16.989 16.562 -31.389
H 17.533 16.405 -33.103
H 16.507 17.844 -32.541
C 5.705 13.065 -33.585
O 6.860 12.396 -33.683
C 8.012 13.149 -33.780
C 9.295 12.394 -34.147
O 9.757 11.368 -33.246
C 10.911 10.633 -33.751
C 11.370 9.634 -32.734
O 11.790 10.106 -31.409
C 12.960 10.877 -31.372
H 5.015 12.261 -33.330
H 5.439 13.511 -34.543
H 5.686 13.940 -32.936
H 8.206 13.574 -32.796
H 7.847 14.013 -34.423
H 10.138 13.084 -34.193
H 8.999 12.024 -35.129
H 11.705 11.362 -33.909
H 10.577 10.215 -34.700
H 11.976 8.856 -33.197
H 10.462 9.112 -32.434
H 12.789 11.872 -31.782
H 13.603 10.282 -32.020
H 13.349 10.903 -30.354
C 10.083 11.244 -25.691
O 11.046 12.011 -24.990
C 11.402 13.313 -25.504
C 12.543 14.146 -24.756
O 13.815 13.489 -24.794
C 14.880 13.962 -24.063
C 16.176 13.121 -24.278
O 17.249 13.755 -23.521
C 17.891 13.052 -22.455
H 9.147 11.801 -25.645
H 9.952 10.254 -25.254
H 10.248 11.217 -26.768
H 10.553 13.937 -25.781
H 11.879 13.096 -26.460
H 12.184 14.258 -23.733
H 12.639 15.151 -25.167
H 14.644 14.023 -23.000
H 15.045 14.912 -24.572
H 16.444 13.166 -25.333
H 16.136 12.063 -24.019
H 18.101 12.058 -22.849
H 17.232 12.920 -21.597
H 18.846 13.461 -22.126
O 15.021 11.837 -35.152
C 15.553 10.862 -35.637
O 16.852 10.739 -35.755
C 17.679 11.904 -35.547
C 18.862 11.831 -36.549
C 14.693 9.766 -36.069
H 17.881 11.882 -34.476
H 17.151 12.834 -35.755
H 18.751 11.042 -37.292
H 19.777 12.097 -36.021
H 18.785 12.748 -37.134
H 14.600 9.726 -37.155
H 13.680 9.969 -35.724
H 15.075 8.796 -35.750
O 11.923 15.986 -30.505
C 12.449 15.150 -31.239
O 13.594 14.474 -30.951
C 14.330 14.642 -29.755
C 13.807 13.523 -28.830
C 11.776 14.730 -32.497
H 14.198 15.634 -29.324
H 15.398 14.630 -29.974
H 12.746 13.589 -28.591
H 14.383 13.633 -27.911
H 14.189 12.564 -29.182
H 11.096 13.892 -32.346
H 12.561 14.425 -33.189
H 11.230 15.580 -32.905
O 20.780 9.546 -31.142
C 21.144 8.383 -30.937
O 20.579 7.462 -30.144
C 19.264 7.624 -29.590
C 18.278 6.501 -29.916
C 22.537 7.934 -31.368
H 18.794 8.461 -30.105
H 19.449 7.833 -28.536
H 18.373 5.558 -29.378
H 18.214 6.323 -30.989
H 17.253 6.726 -29.621
H 23.234 8.327 -30.628
H 22.845 8.415 -32.296
H 22.676 6.860 -31.494
```

# C3H8IN2O

A cluster of 2 separate species, C3H8IN2O in total at a distorted geometry (ωB97M-V/def2-TZVPD, the OMol25 dataset).

E: -16358.89426 eV
ΔE to the lowest compared entry with this formula, charge and spin: 75.9 kcal per mole
total charge: +1
LUMO energy: -3.707 eV
Kohn-Sham gap: 8.91 eV

```
15
C3H8IN2O (ωB97M-V/def2-TZVPD)
C 2.097 -0.661 0.059
C -2.344 1.581 -0.277
C -2.705 0.495 0.418
N 2.177 -1.948 0.042
N 0.988 0.006 -0.162
O 0.895 1.313 -0.091
I -2.417 -1.313 -0.662
H 3.144 -0.188 0.166
H -1.977 1.723 -1.287
H 1.558 1.673 0.499
H -2.645 2.530 0.102
H -3.058 0.192 1.418
H 2.926 -2.426 0.307
H 1.276 -2.529 0.075
H 0.085 -0.447 -0.607
```

# C23H24N3O4PS

A cluster of 2 separate species, C23H24N3O4PS in total at a distorted geometry (ωB97M-V/def2-TZVPD, the OMol25 dataset).

E: -57018.43177 eV
structure (SMILES): CC(=O)N(C)c1c(C[C@@H]2CO2)c(C)c([PH2]=S)c2c1C(=O)N(c1ccccc1)C2=O.CC#N
LUMO energy: -0.660 eV
Kohn-Sham gap: 7.58 eV

```
56
C23H24N3O4PS (ωB97M-V/def2-TZVPD)
C 0.081 3.569 -0.181
C -0.981 2.406 -0.364
O -1.069 1.924 -1.461
N -1.688 2.008 0.824
C -2.812 2.853 1.223
C -1.805 0.603 1.046
C -2.916 -0.293 0.734
C -4.217 0.270 0.108
C -3.857 0.847 -1.407
C -4.588 0.028 -2.603
O -3.068 -0.049 -2.231
C -2.829 -1.746 1.019
C -4.027 -2.677 0.640
C -1.637 -2.367 1.637
P -1.473 -4.181 2.012
S -0.880 -4.564 3.842
C -0.526 -1.468 1.946
C -0.631 -0.032 1.674
C 0.682 0.655 2.165
O 0.782 1.822 2.400
N 1.616 -0.437 2.298
C 2.338 -0.367 1.029
C 3.186 0.802 0.802
C 3.936 1.044 -0.413
C 3.864 0.052 -1.480
C 3.013 -1.104 -1.257
C 2.250 -1.343 -0.050
C 0.894 -1.687 2.552
O 1.412 -2.598 3.106
H -0.215 4.476 -0.757
H 1.018 3.165 -0.656
H 0.332 3.754 0.890
H -3.244 2.434 2.172
H -2.509 3.908 1.447
H -3.618 2.914 0.440
H -4.981 -0.489 -0.160
H -4.643 1.132 0.669
H -3.743 1.979 -1.539
H -4.879 -1.014 -2.352
H -4.327 0.389 -3.627
H -4.058 -3.620 1.228
H -4.036 -2.876 -0.469
H -5.000 -2.150 0.843
H -2.719 -4.876 1.872
H -0.615 -4.788 1.030
H 3.250 1.566 1.614
H 4.528 1.988 -0.472
H 4.420 0.210 -2.430
H 2.936 -1.835 -2.090
H 1.598 -2.235 0.113
C 7.876 0.705 -2.916
C 6.961 -0.430 -2.855
N 6.240 -1.323 -2.807
H 8.190 0.909 -3.940
H 7.411 1.614 -2.530
H 8.776 0.524 -2.327
```

# C22H53Cl4CsN3O2

A structure of composition C22H53Cl4CsN3O2 at a distorted geometry (ωB97M-V/def2-TZVPD, the OMol25 dataset).

E: -82874.40385 eV
total charge: -1
LUMO energy: 1.495 eV
Kohn-Sham gap: 3.47 eV

```
85
C22H53Cl4CsN3O2 (ωB97M-V/def2-TZVPD)
Cs -2.199 -15.816 -10.213
O 0.340 -16.681 -9.452
C 1.446 -16.712 -10.357
C 2.170 -15.425 -10.935
O 2.716 -14.548 -10.104
H 1.227 -17.232 -11.348
H 2.284 -17.322 -9.844
H 1.285 -14.947 -11.476
H 2.829 -15.702 -11.806
C -5.251 -13.680 -11.979
C -4.003 -12.788 -12.224
N -3.177 -12.646 -11.023
C -3.844 -11.942 -9.947
C -3.272 -12.267 -8.561
C -1.882 -11.913 -11.331
C -0.896 -12.694 -12.241
H -5.794 -13.921 -12.896
H -5.978 -13.171 -11.318
H -4.971 -14.630 -11.488
H -3.474 -13.318 -13.000
H -4.249 -11.802 -12.589
H -3.775 -10.872 -10.215
H -4.887 -12.239 -9.848
H -3.425 -13.331 -8.462
H -2.207 -12.052 -8.452
H -3.945 -11.835 -7.821
H -1.366 -11.675 -10.395
H -2.174 -10.983 -11.776
H 0.035 -12.152 -12.377
H -1.276 -12.946 -13.237
H -0.588 -13.619 -11.720
C -0.885 -19.051 -11.847
C -2.372 -19.399 -11.889
N -3.239 -18.208 -12.211
C -3.277 -17.932 -13.615
C -4.115 -16.682 -13.967
C -4.582 -18.211 -11.574
C -5.599 -19.179 -12.184
H -0.727 -18.235 -11.131
H -0.392 -18.865 -12.810
H -0.318 -19.886 -11.438
H -2.573 -20.157 -12.625
H -2.672 -19.832 -10.913
H -2.219 -17.765 -13.889
H -3.601 -18.802 -14.204
H -3.701 -15.859 -13.370
H -3.894 -16.379 -14.973
H -5.202 -16.758 -13.776
H -5.025 -17.250 -11.643
H -4.379 -18.492 -10.524
H -5.215 -20.218 -12.132
H -5.866 -18.921 -13.199
H -6.563 -19.185 -11.669
C -4.365 -18.335 -6.320
C -3.761 -17.499 -7.479
N -3.877 -16.034 -7.323
C -5.230 -15.504 -7.431
C -5.995 -16.002 -8.626
C -3.230 -15.435 -6.168
C -1.741 -15.806 -6.089
H -5.457 -18.330 -6.373
H -4.036 -17.947 -5.353
H -4.022 -19.343 -6.393
H -2.701 -17.643 -7.426
H -4.179 -17.826 -8.415
H -5.806 -15.778 -6.524
H -5.154 -14.443 -7.489
H -5.645 -15.663 -9.581
H -6.099 -17.096 -8.643
H -7.007 -15.610 -8.465
H -3.769 -15.733 -5.240
H -3.400 -14.349 -6.273
H -1.191 -15.824 -7.012
H -1.666 -16.796 -5.644
H -1.166 -15.094 -5.498
C 0.524 -19.338 -8.126
Cl -1.063 -20.097 -8.023
Cl 1.544 -19.814 -6.745
H 0.996 -19.741 -9.033
H 0.393 -18.261 -8.310
C 1.057 -15.647 -14.245
Cl 1.841 -16.340 -15.699
Cl -0.675 -15.338 -14.550
H 1.121 -16.353 -13.401
H 1.534 -14.707 -13.944
```